{
  "formula": "C20H27N2O4PPd",
  "method": "the ωB97M-V functional and the def2-TZVPD basis",
  "total_energy_ha": -1657.6357,
  "spin_multiplicity": 3,
  "charge": 0,
  "homo_lumo_gap_ev": [8.085, 5.240],
  "homo_ev": [-8.430, -8.332],
  "symbols": ["Pd", "P", "O", "O", "O", "O", "N", "N", "C", "C", "C", "C", "C", "C", "C", "C", "C", "C", "C", "C", "C", "C", "C", "C", "C", "C", "C", "C", "H", "H", "H", "H", "H", "H", "H", "H", "H", "H", "H", "H", "H", "H", "H", "H", "H", "H", "H", "H", "H", "H", "H", "H", "H", "H", "H"],
  "coordinates": [[-0.21900, -0.96587, -0.78957], [2.10687, -0.68555, -0.35289], [-0.74863, 0.80084, 0.88541], [-2.83931, 0.74853, 1.83674], [2.14629, -0.24592, 7.01041], [0.20612, -0.89320, 7.84033], [-1.84929, -1.15454, -2.08266], [0.90185, -0.39988, 6.92277], [-0.74003, 2.86055, -2.92171], [2.29422, -1.73466, -2.06293], [1.02362, 0.58178, 4.68210], [0.42253, 0.91692, 3.46583], [0.14004, 0.94245, -1.73087], [-2.46742, -2.49966, -1.90631], [-0.95335, 0.63847, 3.25165], [-1.13225, -0.14277, 5.55494], [0.26099, 0.01950, 5.71946], [-2.78702, -0.10377, -1.60894], [-0.96153, 1.68201, -2.16243], [-1.72609, 0.18718, 4.33529], [-1.37639, -1.02310, -3.50243], [1.63307, 2.57477, -2.74748], [1.43442, 1.44014, -1.94138], [0.54776, 3.26551, -3.26269], [2.66494, 0.82029, -1.35035], [-2.41040, 1.33071, -1.94383], [-1.59754, 0.75586, 1.85982], [3.45853, -1.67658, 0.47373], [-0.36384, -1.46204, -3.55919], [-3.79043, -0.31581, -2.04005], [2.64326, 2.91720, -2.97276], [-2.89121, -0.21088, -0.51032], [3.65067, -1.21913, 1.46269], [-1.70878, -0.55357, 6.36090], [-2.04162, -1.59911, -4.16631], [-0.93457, -2.56445, -0.52995], [3.35770, -1.92795, -2.21679], [3.09920, -2.69773, 0.62042], [-1.34728, 0.01488, -3.83754], [-1.72458, -3.23482, -1.53667], [3.36727, 0.49252, -2.12981], [3.15363, 1.55094, -0.68019], [2.08994, 0.71069, 4.83709], [2.67164, 0.33895, 0.77050], [4.34796, -1.62809, -0.16089], [1.77192, -2.69209, -1.99284], [-2.80293, 1.95177, -1.11044], [-2.98540, 1.60776, -2.84795], [1.02601, 1.36401, 2.67733], [1.88865, -1.21046, -2.93679], [-2.88067, -2.87643, -2.83096], [-3.28101, -2.41193, -1.17719], [-1.62127, 3.42713, -3.25917], [-2.79875, 0.05287, 4.21426], [0.67147, 4.13580, -3.91945]]
}